# 1
25
Properties=species:S:1:pos:R:3:mulliken_charge:R:1 method="wB97M-V/def2-TZVPD" relative_energy_kcal_mol=62.5 e_lumo_ev=0.79 smiles=Cc1ccc(Oc2ccccc2)cn1
C -3.40709 -3.08602 -0.24156 -1.13
C -2.11242 -2.26689 -0.20414 0.53
C -1.59475 -1.36368 -1.08861 -0.90
C -0.33977 -0.74818 -0.85486 0.07
C 0.33906 -0.97111 0.45488 0.53
C 1.49560 0.92169 0.28790 0.50
C 2.42126 1.20390 -0.61906 -0.32
C 2.69007 2.54176 -0.81452 -0.52
C 2.06621 3.51468 -0.08401 -0.33
C 1.16524 3.17431 0.91946 -0.20
C 0.88191 1.91913 1.07144 -0.41
C -0.28678 -1.97540 1.24783 -0.43
H -3.94498 -2.78373 -1.10491 0.38
H -3.96917 -2.81469 0.58995 0.31
H -3.13124 -4.20651 -0.33648 0.25
H -1.97975 -1.31013 -2.02963 0.41
H 0.07773 -0.07178 -1.61925 0.40
H 2.76692 0.42443 -1.35665 0.35
H 3.48815 2.88687 -1.41974 0.38
H 2.25423 4.61133 -0.19523 0.31
H 0.65080 4.03097 1.61241 0.20
H 0.14932 1.67616 1.97883 0.19
H 0.11639 -2.28672 2.22227 0.37
N -1.33123 -2.56492 0.91598 -0.50
O 1.53429 -0.45546 0.66769 -0.43

---

# 2
27
Properties=species:S:1:pos:R:3:mulliken_charge:R:1 method="wB97M-V/def2-TZVPD" relative_energy_kcal_mol=124.6 e_lumo_ev=0.48
C -3.49031 0.77849 1.56588 -0.50
C -3.56602 -0.14196 0.52823 -0.64
C -2.24446 1.36806 1.77018 -0.56
C -2.49776 -0.69114 -0.11812 -0.18
C -1.12035 0.90647 1.06422 -0.42
C -1.28061 -0.14833 0.13263 0.53
C 1.38983 0.29116 -1.98322 0.04
C 2.00439 -0.15520 -0.80402 0.51
C 0.02166 0.11898 -2.23250 0.84
C 3.37393 -0.19094 -0.41823 -1.53
C 1.39241 -1.21874 1.26105 -1.16
N -0.22472 -0.84416 -0.42239 -0.89
N 1.06458 -0.61596 0.01920 0.48
O -0.97302 0.28729 -2.83361 -0.46
O 2.12675 1.10980 -2.93218 -0.59
H -4.16076 0.78124 2.42685 0.31
H -4.49315 -0.61240 0.34377 0.38
H -2.11521 2.06384 2.57743 0.37
H -2.44420 -1.37735 -0.93458 0.41
H -0.20902 1.28993 1.34227 0.46
H 4.01090 -0.21430 -1.44360 0.32
H 3.71206 0.81892 0.09926 0.26
H 3.73962 -0.99992 0.06720 0.53
H 0.45469 -1.17636 1.76416 0.45
H 1.76096 -2.22836 1.12559 0.32
H 2.12487 -0.59889 1.75685 0.42
H 1.64293 1.39983 -3.72233 0.32

---

# 3
64
Properties=species:S:1:pos:R:3:mulliken_charge:R:1 method="wB97M-V/def2-TZVPD" e_lumo_ev=-0.47 smiles="CS(=O)(=O)c1ccc(Nc2cc(Cl)nc3ccnn23)cc1.CNC(=O)[C@H](Cc1ccccc1)NC(C)=O"
O -6.02182 -4.13629 -1.93999 -0.68
O -2.44191 -4.15176 0.50424 -0.70
O 6.22332 2.60019 3.65394 -0.67
O 7.45801 1.41236 1.90085 -0.65
Cl 1.87863 4.37944 -4.78189 -0.18
N -0.62494 -0.24581 -2.20534 -0.65
N 0.31201 2.25031 -4.65893 -0.63
C -5.38610 -3.72058 -0.98360 0.70
C -2.27217 -3.04329 0.00809 0.33
C -1.31322 -0.63949 -3.25815 -0.20
C 1.15707 3.00554 -3.99169 0.39
C -1.10308 0.23251 -4.39187 -1.24
C 1.52234 2.72234 -2.60514 -0.85
C -0.23130 1.17388 -3.97616 0.41
C 0.98706 1.63184 -1.95959 0.85
C -1.08850 0.79318 3.14264 -0.46
C -1.42006 -0.52344 3.50668 -0.85
C -1.71817 1.39676 2.03945 -0.77
C 3.73355 1.57583 -0.70465 0.00
C 2.51439 1.80947 1.36136 -0.44
C -2.38588 -1.23450 2.77279 -0.17
C -2.68649 0.68654 1.30667 -0.09
C 4.93138 1.84525 -0.04116 -0.81
C 3.70560 2.09052 2.03522 -0.55
C 2.51647 1.57386 -0.01170 -0.09
C -3.02598 -0.62929 1.67434 0.37
C 4.91549 2.12613 1.32942 -0.06
N 0.05660 0.86055 -2.65509 0.26
N 1.30390 1.31462 -0.64306 0.17
N -1.04645 -2.54863 -0.21747 0.31
N -4.51081 -2.73357 -1.19108 -0.05
C -5.67697 -4.29230 0.39006 -0.98
C 0.19811 -3.25731 0.07461 -1.02
C -4.05596 -1.40404 0.87569 -1.50
C 7.03797 4.02713 1.54199 -1.03
C -3.46467 -2.12878 -0.34385 0.67
S 6.47145 2.45694 2.21121 1.35
H -1.96584 -1.50786 -3.27187 0.49
H -1.54309 0.15625 -5.37754 0.44
H 2.21143 3.38683 -2.10094 0.57
H -0.35346 1.34177 3.71536 0.52
H -0.93683 -0.98895 4.35478 0.41
H -1.46806 2.41175 1.76259 0.42
H 3.75779 1.34288 -1.76348 0.56
H 1.57936 1.79157 1.91021 0.42
H -2.63206 -2.25027 3.05169 0.40
H -3.17676 1.15884 0.46703 0.43
H 5.87099 1.81959 -0.59058 0.39
H 3.68778 2.27359 3.10931 0.48
H 0.67540 0.65040 -0.19240 -0.13
H -0.97196 -1.63496 -0.64736 0.20
H -4.51761 -2.43663 -2.15237 0.24
H -6.32671 -5.15803 0.27325 0.32
H -6.18989 -3.54707 0.99146 0.25
H -4.76426 -4.61145 0.87985 0.31
H 0.43519 -3.93714 -0.74540 0.33
H 1.01484 -2.54523 0.19902 0.28
H 0.09195 -3.83999 0.99250 0.36
H -4.83375 -0.71648 0.53949 0.52
H -4.51965 -2.12708 1.54365 0.37
H 7.95459 4.31882 2.05679 0.38
H 6.27175 4.78623 1.70280 0.35
H 7.23766 3.91951 0.47588 0.37
H -3.03769 -1.33302 -0.95260 -0.20

---

# 4
66
Properties=species:S:1:pos:R:3:mulliken_charge:R:1 method="wB97M-V/def2-TZVPD" relative_energy_kcal_mol=71.2 e_lumo_ev="2.34 / 2.34" charge=-1 multiplicity=5 s_squared=6.0760
Cr 0.31425 0.56472 0.22299 0.53
O -0.63777 0.82605 -3.12644 -0.56
C 0.40037 0.04074 -2.68504 -0.11
O 1.08261 0.49130 -1.63966 -0.19
C 0.21726 -1.43013 -2.81511 -0.50
O -0.37839 -2.04868 -1.64710 -0.45
C -1.64693 -1.52577 -1.31451 -1.25
C -2.24326 0.48911 0.03972 1.42
O -2.48889 0.79105 1.42259 -0.62
O -1.36383 1.32524 -0.52390 -0.25
H -0.96653 1.31180 -2.33836 0.28
H 1.18056 -1.93490 -2.90454 0.40
H -0.38568 -1.64578 -3.70278 0.36
H -2.35672 -2.35918 -1.31046 0.36
H -1.96687 -0.79529 -2.05792 0.68
O -1.93474 -1.26124 2.29103 -0.51
C -1.59231 0.16632 2.31637 0.39
O -0.31373 0.40043 2.05623 -0.60
H -1.89350 0.48670 3.31839 0.30
Cl -0.66298 4.00809 2.21905 -0.26
C -0.34224 4.24976 0.51925 0.83
C -1.07184 5.22848 -0.13556 -0.64
C -0.87832 5.44720 -1.48997 -0.41
C 0.05535 4.67417 -2.17069 -0.77
C 0.77627 3.70484 -1.49814 -0.31
C 0.60326 3.45257 -0.12868 0.47
C 1.33056 2.34930 0.52020 -1.96
H -1.79758 5.80488 0.42323 0.41
H -1.45497 6.20503 -2.00539 0.34
H 0.21153 4.81772 -3.23310 0.38
H 1.47558 3.07851 -2.03768 0.24
H 1.43340 2.46588 1.59674 0.64
H 2.30643 2.20049 0.05034 0.49
N -3.73464 -1.67308 0.74607 -0.12
C -2.29263 -1.69193 1.01549 -0.69
N -1.63765 -0.89569 0.00205 0.47
C -3.63600 0.39033 -0.51771 0.06
C -4.21283 1.30861 -1.36885 -0.09
C -5.54526 1.17208 -1.74429 -1.06
C -6.28055 0.10332 -1.25095 -0.49
C -5.69804 -0.84112 -0.41651 -0.87
C -4.36169 -0.71291 -0.04188 0.04
H -4.30814 -2.17694 1.40006 0.27
H -1.95838 -2.72901 0.93392 0.42
H -3.60870 2.14068 -1.71077 0.59
H -6.00568 1.89454 -2.40568 0.42
H -7.32173 -0.00984 -1.52970 0.37
H -6.27408 -1.68908 -0.06208 0.40
N 3.43229 -0.53665 -1.08077 -0.28
C 3.40905 -1.10923 0.12227 0.30
S 2.16210 -0.85594 1.22456 -0.32
N 4.48898 -1.90542 0.40200 -0.19
C 4.75259 -2.65678 1.56780 0.44
C 6.05178 -2.65627 2.06416 -0.58
C 6.38054 -3.42847 3.16762 -0.51
C 5.40947 -4.19460 3.79355 -0.45
C 4.11307 -4.19107 3.29585 -0.69
C 3.77955 -3.43808 2.18197 -0.12
H 2.55104 -0.05714 -1.40454 0.10
H 4.07844 -0.88324 -1.77210 0.24
H 5.28057 -1.78519 -0.20909 0.25
H 6.80279 -2.03616 1.58816 0.33
H 7.39512 -3.41694 3.54505 0.35
H 5.65914 -4.78865 4.66296 0.37
H 3.34749 -4.78744 3.77530 0.36
H 2.77167 -3.44210 1.79496 0.53

---

Calculated maximum force (eV/Å), listed in the same order as above: 6.964, 7.036, 2.696, 0.177